Record 1
ORCA calculation (wB97M-V/def2-TZVPD) on a 2-piece molecular cluster, C6H12O3P overall at a distorted geometry.

Atoms and positions in Å:
C1 -1.486 0.463 -3.458
C2 -0.904 -0.691 2.203
C3 1.286 0.343 3.189
C4 0.056 1.204 1.127
C5 -1.108 -0.337 -2.275
C6 0.087 0.451 2.209
O1 -0.313 0.777 -4.100
O2 -2.585 0.998 -3.712
O3 1.400 -1.225 -1.635
P1 0.529 -0.214 -2.802
H1 -1.865 -0.463 1.648
H2 -1.092 -1.106 3.147
H3 -0.577 -1.647 1.675
H4 1.577 1.391 3.574
H5 1.026 -0.337 4.020
H6 2.220 -0.130 2.593
H7 -0.802 1.069 0.556
H8 0.741 2.021 0.990
H9 -1.648 -1.047 -1.511
H10 1.369 0.871 -2.645
H11 0.921 -1.560 -0.790
H12 1.169 -0.828 -4.001

Results
Multiplicity: 1
Net charge: -1
Maximum force in eV Å⁻¹: 3.1
Orbital gap in eV: 6.6726

Mulliken atomic charge list, values in e, 5 entries: number 1, C, carries 0.363; number 2, C, carries -1.319; number 3, C, carries -1.019; number 4, C, carries -1.117; number 5, C, carries -0.261

=====

Record 2
ORCA calculation (wB97M-V/def2-TZVPD) on one molecule with the formula C2H4Cl2S at a distorted geometry.

Atoms and positions in Å:
C1 0.271 -0.625 -0.307
C2 -1.137 -0.218 0.049
S1 -1.193 2.009 -0.239
Cl1 -1.582 -0.400 1.722
Cl2 -2.503 -0.742 -0.939
H1 0.699 -1.464 0.235
H2 0.270 -0.792 -1.413
H3 1.029 0.059 0.043
H4 -2.385 1.949 -0.733

Results
Multiplicity: 3
Maximum force in eV Å⁻¹: 2.9
Orbital gap (alpha / beta) in eV: 7.2840 / 6.9239

Mulliken atomic charge list, values in e, 5 entries: number 1, C, carries -1.093; number 2, C, carries 0.323; number 3, S, carries -0.066; number 4, Cl, carries -0.157; number 5, Cl, carries -0.174

=====

Record 3
ORCA calculation (wB97M-V/def2-TZVPD) on a 6-piece molecular cluster, C12H36NO9 overall at a distorted geometry.

Atoms and positions in Å:
N1 0.752 1.121 1.134
H1 1.387 0.344 1.024
H2 0.404 1.296 0.201
H3 1.175 1.983 1.445
H4 0.005 0.901 1.778
C1 -2.662 -6.637 -4.074
C2 -1.733 -5.872 -3.121
C3 -2.067 -4.466 -3.506
O1 -3.428 -4.455 -3.713
C4 -3.833 -5.714 -4.186
H5 -3.053 -7.612 -3.783
H6 -2.168 -6.687 -5.044
H7 -0.709 -6.184 -3.322
H8 -1.999 -6.014 -2.074
H9 -1.526 -4.214 -4.417
H10 -1.915 -3.725 -2.721
H11 -4.366 -5.859 -5.125
H12 -4.516 -6.037 -3.401
C5 4.553 5.188 4.363
C6 4.349 5.608 2.905
O2 2.994 5.578 2.610
O3 3.966 3.941 4.634
H13 4.169 5.919 5.075
H14 5.627 5.027 4.455
H15 4.810 4.854 2.267
H16 4.820 6.583 2.782
H17 2.610 6.378 2.976
H18 3.283 4.081 5.294
C7 -3.186 3.611 -2.286
C8 -1.932 3.343 -3.124
O4 -1.419 2.017 -3.079
O5 -3.014 3.630 -0.936
H19 -3.837 2.777 -2.545
H20 -3.690 4.513 -2.633
H21 -1.085 3.987 -2.889
H22 -2.118 3.546 -4.178
H23 -0.896 1.826 -3.861
H24 -3.184 2.751 -0.592
C9 -4.075 -0.859 4.227
C10 -3.638 0.266 5.172
O6 -2.237 0.357 5.114
O7 -3.949 -0.453 2.851
H25 -5.084 -1.172 4.498
H26 -3.411 -1.705 4.404
H27 -4.000 0.000 6.165
H28 -4.116 1.175 4.806
H29 -2.032 0.599 6.020
H30 -4.439 -1.051 2.282
C11 5.590 -1.067 -1.631
C12 4.622 -2.205 -1.430
O8 4.008 -2.319 -0.147
O9 4.921 0.139 -1.568
H31 6.021 -1.205 -2.622
H32 6.367 -0.962 -0.873
H33 5.073 -3.140 -1.762
H34 3.813 -2.024 -2.138
H35 4.708 -2.471 0.492
H36 5.290 0.771 -2.189

Results
Multiplicity: 1
Net charge: +1
Maximum force in eV Å⁻¹: 2.8
Orbital gap in eV: 7.4137

Mulliken atomic charge list, values in e, 5 entries: number 1, N, carries -0.443; number 2, H, carries 0.368; number 3, H, carries 0.333; number 4, H, carries 0.363; number 5, H, carries 0.363

=====

Record 4
ORCA calculation (wB97M-V/def2-TZVPD) on C28H27Br4F6N2NaO3 as an isolated structure at a distorted geometry.

Atoms and positions in Å:
Na1 -1.812 -1.695 -0.338
C1 5.420 -1.127 -2.006
C2 4.839 -0.490 -0.737
C3 5.444 -1.125 0.518
C4 5.192 0.999 -0.749
C5 3.336 -0.731 -0.743
C6 2.832 -2.030 -0.755
C7 1.463 -2.221 -0.886
N1 0.603 -1.239 -0.982
C8 1.044 0.009 -0.891
C9 2.411 0.298 -0.784
C10 0.009 1.046 -0.893
C11 0.298 2.410 -0.775
C12 -0.732 3.336 -0.735
C13 -2.030 2.831 -0.749
C14 -2.222 1.464 -0.896
N2 -1.239 0.605 -1.005
C15 -0.491 4.838 -0.733
C16 -1.129 5.416 -2.003
C17 -1.126 5.445 0.521
C18 0.998 5.192 -0.747
H1 6.493 -0.950 -2.070
H2 4.944 -0.693 -2.883
H3 5.244 -2.198 -2.019
H4 6.514 -0.931 0.576
H5 5.288 -2.199 0.521
H6 4.967 -0.708 1.402
H7 6.274 1.119 -0.759
H8 4.804 1.494 0.138
H9 4.790 1.482 -1.637
H10 3.490 -2.883 -0.690
H11 1.040 -3.212 -0.940
H12 2.746 1.320 -0.736
H13 1.319 2.746 -0.717
H14 -2.883 3.487 -0.674
H15 -3.212 1.043 -0.957
H16 -2.200 5.238 -2.016
H17 -0.694 4.939 -2.880
H18 -0.954 6.489 -2.069
H19 -2.200 5.288 0.525
H20 -0.933 6.515 0.578
H21 -0.709 4.969 1.406
H22 1.479 4.787 -1.635
H23 1.493 4.806 0.140
H24 1.117 6.274 -0.760
Br1 -5.108 -7.435 -0.610
C19 -4.630 -5.603 -0.760
C20 -5.605 -4.629 -0.771
Br2 -7.435 -5.111 -0.598
C21 -5.226 -3.296 -0.902
Br3 -6.536 -1.913 -0.863
C22 -3.907 -2.865 -1.063
O1 -3.603 -1.653 -1.246
C23 -2.865 -3.896 -0.996
O2 -1.643 -3.582 -1.067
C24 -3.295 -5.216 -0.853
Br4 -1.905 -6.519 -0.748
C25 -1.283 -2.867 3.125
C26 -1.371 -1.379 2.693
O3 -1.308 -1.124 1.421
C27 -2.714 -0.852 3.295
F1 -3.744 -1.557 2.813
F2 -2.967 0.433 3.016
F3 -2.839 -0.954 4.653
C28 -0.203 -0.631 3.416
F4 -0.146 -0.744 4.775
F5 0.983 -1.103 2.996
F6 -0.177 0.689 3.173
H25 -2.127 -3.392 2.689
H26 -1.307 -2.963 4.209
H27 -0.367 -3.291 2.727

Results
Multiplicity: 1
Net charge: -2
Maximum force in eV Å⁻¹: 1.6
Orbital gap in eV: 3.8158

Mulliken atomic charge list, values in e, 5 entries: number 1, Na, carries 0.938; number 2, C, carries -1.684; number 3, C, carries 2.143; number 4, C, carries -1.715; number 5, C, carries -2.183